(1)
Density functional theory data (ωB97M-V with the def2-TZVPD basis set) for the ion C4H9O2 with charge -1 at a distorted geometry.

The calculation puts the orbital gap at 6.83 eV. As for the largest force on an atom: 1.500 eV/Å. Its energy above the lowest of the compared OMol25 structures with the same formula, charge and spin is 45.0 kcal per mole. As for the structure (SMILES): C[C@@H](O)CC[O-]. Its LUMO energy is 4.25 eV. Its net charge is -1.

Geometry as XYZ:
```
15
Properties=species:S:1:pos:R:3:forces:R:3
C 1.549924 -1.215031 -0.506753 -1.41 0.18 0.01
C 0.616765 -0.083134 -0.004569 1.29 -0.38 -0.20
O 1.130274 1.153419 -0.495204 0.66 -0.44 0.32
C -0.852535 -0.200964 -0.271455 -0.46 1.32 0.55
C -1.576958 0.909247 0.616880 0.21 -1.30 0.40
O -1.201179 2.165389 0.430934 0.11 0.40 -0.17
H 0.992685 -2.156573 -0.438127 0.19 -0.05 0.09
H 1.814723 -1.080111 -1.551884 0.28 0.14 -0.05
H 2.393897 -1.250933 0.168023 0.54 -0.10 -0.24
H 0.785028 -0.131017 1.082217 -0.42 0.24 0.16
H 0.717296 1.822659 0.082571 -0.82 0.19 -0.44
H -1.107996 0.049070 -1.300540 0.17 -0.29 -0.30
H -1.253775 -1.163113 0.042921 -0.03 -0.31 -0.13
H -1.344294 0.535798 1.663613 -0.21 -0.03 0.02
H -2.663853 0.645295 0.481378 -0.10 0.42 -0.03
```
Forces are in eV/Å.

Atomic partial charges in e from the Löwdin method, atoms 1 to 4:
1. C -0.067
2. C -0.492
3. O -0.083
4. C -0.183

=====

(2)
Density functional theory data (ωB97M-V with the def2-TZVPD basis set) for the molecule C20H25NO4S at a distorted geometry.

The calculation puts the orbital gap at 9.36 eV. As for the largest force on an atom: 1.174 eV/Å. Its energy above the lowest of the compared OMol25 structures with the same formula, charge and spin is 23.9 kcal per mole. As for the structure (SMILES): Cc1ccc(S(=O)(=O)Cc2ccc(C(=O)NC3CCCCCC3)o2)cc1. Its LUMO energy is 0.52 eV.

Geometry as XYZ:
```
51
Properties=species:S:1:pos:R:3:forces:R:3
C -0.440491 -3.468785 -0.026719 -0.03 0.01 0.05
C 0.737862 -2.563946 -0.189452 0.07 0.04 -0.05
C 1.747384 -2.565381 0.770050 0.09 0.12 -0.07
C 2.804923 -1.681421 0.682024 0.07 -0.16 0.10
C 2.858038 -0.800480 -0.381038 0.48 0.51 -0.07
S 4.093743 0.491254 -0.374364 0.19 0.23 0.25
O 4.110007 1.147163 -1.653867 -0.38 0.05 -0.11
O 5.339598 0.002754 0.150943 -0.12 -0.19 0.31
C 3.394300 1.701144 0.861411 0.14 -1.02 -0.53
C 1.958662 1.797182 0.579241 -0.53 0.88 -0.57
C 1.258325 2.569222 -0.311190 0.46 -0.28 0.50
C -0.064756 2.086015 -0.292621 -0.15 -0.58 0.51
C -0.086852 1.045562 0.605921 0.04 0.63 -0.51
C -1.136093 0.091465 1.019702 0.00 -0.03 -0.03
O -0.962647 -0.750538 1.880278 0.16 -0.04 0.20
N -2.292047 0.219536 0.328828 -0.09 0.15 -0.09
C -3.437971 -0.639383 0.552416 -0.06 -0.28 0.16
C -3.870517 -1.299359 -0.770090 -0.21 -0.01 0.03
C -5.083951 -0.700872 -1.481463 0.27 -0.01 -0.12
C -5.048686 0.817239 -1.661734 -0.40 -0.09 0.08
C -5.668893 1.567388 -0.485362 0.29 0.17 -0.01
C -4.858700 1.514435 0.806793 -0.32 -0.17 -0.03
C -4.544931 0.107085 1.315777 0.26 0.14 0.00
O 1.143917 0.885692 1.136847 -0.17 -0.18 0.36
C 1.886440 -0.797404 -1.361176 0.04 0.12 -0.15
C 0.828316 -1.684268 -1.262414 0.06 -0.03 0.06
H -0.121502 -4.482032 0.207812 -0.03 -0.10 -0.01
H -1.055039 -3.486506 -0.922954 -0.07 -0.04 -0.06
H -1.042385 -3.105293 0.805838 -0.10 -0.01 0.05
H 1.682265 -3.246933 1.604167 0.01 -0.08 0.11
H 3.587820 -1.658027 1.423555 0.06 -0.06 0.16
H 3.923065 2.634672 0.701775 0.09 0.02 -0.06
H 3.600403 1.283536 1.841606 0.05 0.02 0.11
H 1.647993 3.370577 -0.903603 0.16 0.15 -0.14
H -0.878930 2.474107 -0.871294 -0.23 0.01 -0.10
H -2.370763 0.924162 -0.383843 0.15 0.00 0.03
H -3.061061 -1.425235 1.216998 -0.07 0.15 -0.16
H -4.088701 -2.351699 -0.577801 0.07 -0.05 -0.01
H -3.011681 -1.269766 -1.445239 0.01 -0.09 0.00
H -5.144514 -1.176897 -2.463242 -0.08 -0.05 0.04
H -5.995054 -0.968531 -0.944012 -0.09 -0.03 -0.03
H -5.620515 1.073737 -2.556983 0.11 0.04 -0.03
H -4.023543 1.153491 -1.830123 0.11 0.09 -0.12
H -5.798601 2.616555 -0.763388 -0.09 0.00 0.01
H -6.664224 1.156350 -0.299669 -0.07 0.01 -0.02
H -5.432923 2.030066 1.580526 0.10 0.06 0.01
H -3.926848 2.070107 0.683881 0.01 0.08 0.06
H -4.210583 0.198578 2.351583 -0.03 -0.08 0.02
H -5.448964 -0.502153 1.314115 -0.09 -0.07 0.08
H 1.969786 -0.094322 -2.175281 -0.06 0.07 -0.11
H 0.056724 -1.681535 -2.019037 -0.08 -0.02 -0.08
```
Forces are in eV/Å.

Atomic partial charges in e from the Löwdin method, atoms 1 to 4:
1. C -0.037
2. C -0.264
3. C -0.017
4. C -0.043

=====

(3)
Density functional theory data (ωB97M-V with the def2-TZVPD basis set) for a structure of composition C19H9Br5O4PtS at a distorted geometry.

The calculation puts the orbital gap (spin up / spin down) at 4.11 / 4.11 eV. As for the largest force on an atom: 2.375 eV/Å. Its energy above the lowest of the compared OMol25 structures with the same formula, charge and spin is 48.5 kcal per mole. Its LUMO energy (spin up / spin down) is -3.70 / -3.69 eV.

Geometry as XYZ:
```
39
Properties=species:S:1:pos:R:3:forces:R:3
Pt -0.482121 0.027492 0.449851 1.28 -0.36 1.16
Br -6.406521 1.642792 -3.344149 0.22 -0.08 0.17
C -5.101021 0.726992 -2.350349 0.60 2.14 0.58
C -5.072821 -0.681508 -2.372349 0.72 -2.20 0.54
Br -6.356021 -1.630308 -3.361849 0.17 0.12 0.13
C -4.109521 -1.366308 -1.659049 -1.52 -0.94 -1.44
Br -4.030921 -3.252208 -1.676049 0.06 0.34 0.07
C -3.116921 -0.707308 -0.898849 1.62 -0.76 1.27
O -2.229621 -1.339608 -0.279349 -0.90 1.31 -0.19
C -3.171521 0.782092 -0.835549 1.39 0.70 1.45
O -2.363321 1.409292 -0.116749 -0.62 -1.26 -0.77
C -4.180721 1.426092 -1.596349 -1.50 0.89 -1.26
Br -4.195321 3.310592 -1.533049 0.08 -0.31 0.06
O 7.135179 -0.186108 -0.918349 0.57 0.00 0.32
C 6.367879 0.027792 -1.997749 -0.68 0.04 -0.16
O 6.868079 0.231092 -3.069049 0.25 -0.05 0.12
C 4.881879 -0.003008 -1.815049 -0.05 -0.04 0.04
C 4.125879 -0.164908 -2.978449 0.12 0.10 0.17
C 2.752279 -0.156108 -2.934949 0.02 0.01 0.24
C 2.102179 0.025492 -1.711949 -0.01 -0.20 0.44
S 0.369579 0.068492 -1.706449 -0.70 0.43 -1.59
C 2.845879 0.169092 -0.537849 -0.16 -0.04 -0.10
C 4.225079 0.151092 -0.590849 0.31 -0.09 -0.25
H 6.638279 -0.400408 -0.120249 -0.20 0.02 -0.23
H 4.647479 -0.291508 -3.913549 0.07 0.01 -0.09
H 2.167479 -0.288508 -3.831649 -0.05 -0.01 -0.09
H 2.311479 0.300492 0.405251 0.23 0.06 -0.09
H 4.783779 0.287092 0.325351 0.04 0.04 0.10
Br -2.034621 -0.160408 6.884051 0.00 -0.01 -0.15
C -1.408221 -0.067408 5.091851 -0.02 0.00 0.10
C -0.813221 -1.182708 4.523351 0.18 0.22 0.23
C -0.351121 -1.111608 3.220051 0.12 0.22 -0.44
C -0.499021 0.063892 2.478551 -1.77 0.08 -0.33
C -1.060621 1.188292 3.090551 0.23 -0.20 -0.09
C -1.531221 1.122492 4.390751 0.25 -0.04 0.26
H -0.708021 -2.093308 5.092651 0.01 -0.06 0.05
H 0.122279 -1.985108 2.788551 -0.16 -0.11 -0.14
H -1.140021 2.123892 2.550051 -0.19 -0.04 -0.12
H -1.982221 1.983792 4.858951 -0.03 0.07 0.04
```
Forces are in eV/Å.

Atomic partial charges in e from the Löwdin method, atoms 1 to 4:
1. Pt 0.876
2. Br 0.791
3. C -0.725
4. C -0.726

=====

(4)
Density functional theory data (ωB97M-V with the def2-TZVPD basis set) for a structure of composition C25H39IIrN2O5Si.

The calculation puts the orbital gap at 7.44 eV. As for the largest force on an atom: 0.724 eV/Å. Its energy above the lowest of the compared OMol25 structures with the same formula, charge and spin is 0.0 kcal per mole. Its LUMO energy is -3.76 eV. Its net charge is +1.

Geometry as XYZ:
```
74
Properties=species:S:1:pos:R:3:forces:R:3
Ir -0.054118 -1.971701 -0.030295 -0.53 0.48 0.10
C 3.783183 -1.870178 -1.893132 -0.02 0.00 0.02
C 4.635407 -1.821760 -0.796417 0.00 0.00 -0.01
C 4.104964 -1.850496 0.477131 0.00 0.02 0.02
C 2.728063 -1.923350 0.650183 -0.03 -0.03 0.00
N 1.915113 -1.961761 -0.428263 0.10 -0.07 -0.10
C 2.427585 -1.934650 -1.666743 0.04 0.05 0.05
C 2.016861 -1.993175 1.925666 -0.13 -0.02 -0.06
C 2.629361 -1.949843 3.172843 -0.02 -0.01 0.04
C 1.856140 -2.014389 4.320195 0.04 0.02 -0.01
C 0.476315 -2.108348 4.216980 -0.04 0.00 0.06
C -0.145255 -2.143302 2.973814 -0.07 -0.02 -0.06
C 0.620134 -2.097280 1.820337 0.29 0.03 0.02
H 4.156717 -1.845430 -2.906001 0.00 0.00 0.00
H 5.705795 -1.759068 -0.938656 0.00 -0.01 0.00
H 4.747366 -1.816872 1.344654 0.01 0.00 -0.01
H 1.716427 -1.954180 -2.480143 -0.02 -0.01 -0.03
H 3.704508 -1.855943 3.257172 -0.01 -0.01 0.00
H 2.324944 -1.973835 5.293651 0.01 -0.01 -0.01
H -0.126012 -2.135566 5.116269 -0.01 0.00 -0.02
H -1.227059 -2.157387 2.916678 0.00 0.03 0.02
N -4.079314 -2.919665 -0.090697 -0.09 0.07 0.22
C -2.848583 -2.928040 0.402803 0.09 -0.04 0.09
O -2.160163 -1.891735 0.429928 0.26 0.02 -0.48
C -2.283958 -4.217600 0.922552 0.02 0.08 -0.10
I -0.491030 -4.556123 -0.196698 -0.01 -0.20 0.00
H -4.465234 -2.041509 -0.408723 0.01 0.01 0.00
H -4.696662 -3.708480 0.007598 0.02 0.00 -0.04
H -2.953839 -5.067203 0.850021 0.08 -0.07 -0.02
H -1.917589 -4.057330 1.932305 -0.11 -0.10 0.09
C -2.850215 0.589010 -3.680962 -0.01 0.00 -0.01
C -1.521822 0.336035 -2.980104 -0.04 -0.01 -0.03
C -0.368781 0.852653 -3.832720 0.01 0.01 0.02
C -1.358335 -1.170840 -2.751098 -0.01 0.08 0.11
O -1.608147 1.014883 -1.731606 0.05 -0.01 -0.04
Si -0.484483 1.344236 -0.573385 -0.06 0.13 -0.32
O 0.066228 -0.020887 0.068346 0.26 -0.33 0.48
O -1.150678 2.354296 0.508794 -0.11 -0.05 -0.09
C -2.093396 2.186074 1.571622 0.04 0.00 0.06
C -2.620023 3.578719 1.890239 0.03 -0.02 0.01
C -3.235751 1.279125 1.134252 -0.04 -0.04 -0.05
C -1.356930 1.595392 2.769068 -0.02 -0.05 0.00
O 0.732055 2.163594 -1.281459 -0.06 0.09 -0.03
C 1.976249 2.653788 -0.760841 0.06 -0.10 -0.02
C 1.920666 2.860929 0.748093 -0.05 -0.02 0.02
C 2.246335 3.970417 -1.471458 0.01 0.02 -0.01
C 3.044213 1.618963 -1.102463 0.01 0.03 0.00
H -2.901304 0.065998 -4.637512 0.01 0.00 0.01
H -2.968404 1.656984 -3.859386 -0.02 0.01 0.00
H -3.675775 0.256115 -3.048843 0.01 0.00 -0.01
H -0.392053 0.377107 -4.815395 0.00 0.01 0.01
H 0.594123 0.649839 -3.361606 0.01 0.00 0.01
H -0.450949 1.931061 -3.962461 0.01 0.00 0.01
H -1.321455 -1.717124 -3.694788 0.00 0.00 0.02
H -2.182978 -1.551396 -2.151169 -0.06 -0.05 0.04
H -0.399102 -1.354453 -2.238774 0.08 -0.05 0.02
H -3.175686 3.978435 1.041442 0.01 0.00 -0.01
H -1.787961 4.249975 2.103993 0.00 0.00 0.01
H -3.279130 3.551949 2.759541 0.00 -0.01 -0.01
H -3.685690 1.660979 0.216101 0.01 0.00 0.01
H -4.002556 1.241407 1.910630 0.00 0.00 0.01
H -2.874696 0.265503 0.951628 0.00 0.06 -0.01
H -0.572860 2.277691 3.100041 0.02 -0.01 0.00
H -0.894902 0.643645 2.494429 -0.01 0.04 0.01
H -2.043690 1.427909 3.601310 0.00 0.01 0.01
H 1.130086 3.562142 1.011874 0.00 0.01 -0.01
H 2.874324 3.257788 1.100040 0.00 0.00 -0.01
H 1.728940 1.916272 1.264564 0.00 0.00 -0.01
H 1.487451 4.705043 -1.201297 -0.01 0.00 -0.01
H 2.217088 3.823946 -2.551807 0.00 0.00 0.00
H 3.226716 4.365174 -1.198922 -0.01 -0.01 0.01
H 2.770276 0.662174 -0.655266 0.01 0.00 0.02
H 4.018883 1.920209 -0.713117 0.00 0.01 -0.02
H 3.124016 1.495454 -2.184577 -0.02 0.00 0.00
```
Forces are in eV/Å.

Atomic partial charges in e from the Löwdin method, atoms 1 to 4:
1. Ir 1.005
2. C -0.035
3. C -0.024
4. C 0.022

=====

(5)
Density functional theory data (ωB97M-V with the def2-TZVPD basis set) for a cluster of 2 separate species, C4H12N2O in total at a distorted geometry.

The calculation puts the orbital gap at 10.20 eV. As for the largest force on an atom: 5.901 eV/Å. Its energy above the lowest of the compared OMol25 structures with the same formula, charge and spin is 59.4 kcal per mole. As for the structure (SMILES): CNC(C)=O.CN. Its LUMO energy is 0.64 eV.

Geometry as XYZ:
```
19
Properties=species:S:1:pos:R:3:forces:R:3
C -0.591873 1.654417 0.112996 -1.72 5.37 -1.74
N -1.037470 0.356512 -0.067815 0.89 -2.71 2.15
C -2.369287 -0.124678 -0.183435 3.21 -1.31 2.38
C -2.317545 -1.612152 0.075855 3.49 0.25 1.72
O -3.357454 0.512286 -0.239370 -1.73 1.68 -1.03
H -1.389609 2.481772 -0.274321 1.58 -2.10 0.57
H -0.495279 1.995932 1.164929 0.51 -0.50 -0.46
H 0.301889 1.817958 -0.541344 -0.53 0.23 1.07
H -0.412965 -0.193143 0.647863 -2.11 0.55 -2.49
H -1.217211 -1.804114 0.511560 -2.26 -0.16 -1.58
H -2.471372 -2.163839 -0.818435 -0.46 -0.85 -0.36
H -2.849255 -1.850742 0.978563 -1.24 -0.30 -0.25
C 2.071975 -0.206999 -0.216500 -2.00 -0.49 0.55
N 3.473666 -0.351547 0.051704 1.17 0.64 -1.06
H 1.489057 0.183866 0.685081 1.19 -0.36 -0.95
H 1.836662 0.472340 -1.058387 -0.10 -0.43 0.26
H 1.647696 -1.219278 -0.384465 0.03 0.63 -0.30
H 3.950663 -0.510190 -0.896159 -0.59 0.58 2.12
H 3.737707 0.561605 0.451682 0.66 -0.75 -0.59
```
Forces are in eV/Å.

Atomic partial charges in e from the Löwdin method, atoms 1 to 4:
1. C -0.183
2. N -0.073
3. C -0.542
4. C -0.003

=====

(6)
Density functional theory data (ωB97M-V with the def2-TZVPD basis set) for the molecule C6H12N2O4 at a distorted geometry.

The calculation puts the orbital gap at 10.45 eV. As for the largest force on an atom: 3.363 eV/Å. Its energy above the lowest of the compared OMol25 structures with the same formula, charge and spin is 28.3 kcal per mole. As for the structure (SMILES): C[C@H](NC(=O)[C@@H](N)CO)C(=O)O. Its LUMO energy is 0.57 eV.

Geometry as XYZ:
```
24
Properties=species:S:1:pos:R:3:forces:R:3
C -2.799614 -0.223775 -0.854489 -0.29 -0.61 -0.47
C -1.314762 -0.244489 -1.276941 -0.11 -2.37 1.93
N -0.536819 0.101471 -0.067215 -0.68 0.32 -2.20
C 0.337840 -0.801931 0.436670 -0.54 1.71 0.97
O 0.260469 -1.992422 0.259588 0.71 -0.37 0.09
C 1.305684 -0.005494 1.304528 1.95 2.73 0.22
N 0.747555 1.287313 1.931563 -1.74 -1.81 0.42
C 2.156290 -0.837540 2.278984 -1.56 -0.42 1.55
O 2.442034 -0.065359 3.454175 -1.00 1.52 -1.22
C -0.933240 0.524527 -2.474636 0.31 0.13 -1.91
O -0.235863 0.149222 -3.411102 -1.05 0.85 1.82
O -1.580606 1.711733 -2.446725 0.66 0.20 -0.35
H -2.900647 -1.019168 -0.084774 -0.24 0.23 -0.85
H -3.550041 -0.257621 -1.676906 0.69 -0.65 0.40
H -3.079992 0.670788 -0.343628 0.30 0.94 0.39
H -0.981497 -1.290436 -1.470016 -0.56 0.63 -0.06
H -0.362953 1.085968 0.082176 0.13 -0.08 0.32
H 1.936446 0.645140 0.590215 -0.14 -2.04 0.46
H 1.484869 1.595244 2.530600 0.78 0.41 0.19
H 0.011126 1.089572 2.642698 0.43 -0.15 -0.82
H 1.546792 -1.699080 2.625268 0.36 0.17 -0.54
H 3.061648 -1.176634 1.850631 0.85 -0.45 -0.72
H 3.009434 -0.468295 4.078525 0.88 -1.07 0.53
H -1.251785 2.209849 -3.207406 -0.13 0.18 -0.17
```
Forces are in eV/Å.

Atomic partial charges in e from the Löwdin method, atoms 1 to 4:
1. C -0.029
2. C -0.269
3. N 0.099
4. C -0.462